This record from the OMol25 dataset describes a 14-piece molecular cluster, C60H162N14O16 overall at a distorted geometry. The level of theory is ωB97M-V/def2-TZVPD.

Output
**Gap between HOMO and LUMO**: 8.876 eV
**Max |F|**: 3.735 eV/A
**Energy**: -4353.23569 Ha
**Net charge**: 0
**Relative energy (zero: lowest compared OMol25 entry of this formula, charge and spin)**: 64.96 kcal/mol
**Multiplicity**: 1

```
252
Properties=species:S:1:pos:R:3:forces:R:3:mulliken_charge:R:1
C 0.578331 4.497916 3.345507 1.2453 0.7778 -0.1596 -1.3015
C -0.306516 3.706898 2.409746 0.5955 -0.0951 -1.1928 1.7662
C -0.210443 2.224531 2.693341 -1.8870 -0.0980 1.5708 -0.6625
O 1.099189 1.772262 2.701265 0.5950 -0.3558 -0.2484 0.4573
C 1.328160 0.671889 3.552614 -0.1476 -0.1691 0.3097 -0.1667
N -1.683400 4.110966 2.391392 -0.1364 1.3083 0.2049 -0.0197
H 0.354447 4.594759 4.424953 -0.5346 -0.3144 -0.5663 0.3541
H 0.773561 5.516684 2.944094 -0.3773 -0.4308 0.2805 0.3125
H 1.557753 4.006498 3.288340 -0.1030 0.1166 0.1867 0.1300
H 0.112772 3.870426 1.382469 -0.1178 -0.0786 0.6583 -0.7775
H -0.868375 1.618912 2.026233 0.3912 0.3229 0.0607 -0.1458
H -0.718662 2.182685 3.713392 0.7554 -0.5660 -0.6583 -0.0748
H 0.775365 -0.249592 3.242156 0.0785 0.6200 0.2054 0.0334
H 1.047115 0.963542 4.586471 0.0768 -0.3895 -0.3475 0.5489
H 2.391813 0.431392 3.505334 -0.2758 0.2285 0.2524 -0.4060
H -2.303901 3.422408 1.996101 -0.5066 -0.1108 0.2586 -0.2027
H -2.019884 4.594922 3.228465 0.1409 -0.7405 -0.4616 0.2477
C 7.056897 -0.979161 -4.510727 -0.7286 -0.3054 1.1146 -1.5862
C 5.531165 -0.880184 -4.443483 0.5804 -0.0629 0.0146 0.9152
C 5.197170 0.087722 -3.367274 -0.4277 0.2631 1.3871 -0.1232
O 5.605495 -0.470451 -2.066678 -1.0243 1.8788 -0.7563 -0.4716
C 5.572722 0.595823 -1.067406 1.2498 -1.7118 -0.1481 -0.7331
N 5.009938 -0.439132 -5.735424 -0.0556 -0.4816 -0.7621 -0.6092
H 7.166793 -1.904578 -5.050517 1.2538 -0.0687 -0.5644 0.4789
H 7.417982 -1.097618 -3.475798 -0.0895 -0.3492 -0.4093 0.3033
H 7.547748 -0.068574 -4.860619 -0.2080 -0.3108 -0.6685 0.3283
H 5.160896 -1.863415 -4.143957 -0.1622 -0.1711 0.0296 0.0200
H 4.115708 0.380492 -3.388686 0.6702 -0.1607 0.3314 -0.3868
H 5.827040 0.959245 -3.512564 -0.1900 0.5759 -0.1704 0.4459
H 6.299883 1.393822 -1.221403 -0.2390 0.2345 -0.9329 0.6382
H 6.050558 0.101845 -0.221937 -0.6786 -0.0595 0.5590 0.1372
H 4.577653 0.984717 -0.886936 -0.1626 0.0101 0.0661 0.2005
H 5.260474 -1.132998 -6.454776 0.1919 0.4938 0.4356 0.3158
H 3.996312 -0.452430 -5.782363 -0.1102 0.1055 0.4405 0.1338
C -2.532334 -0.259376 6.967549 0.3329 1.1134 0.7412 -1.7017
C -2.530999 0.183722 5.529906 -0.2492 -1.7758 -0.7778 0.9169
C -3.325784 -0.938229 4.750674 2.0026 1.0760 0.7489 -0.3516
O -3.184111 -0.716056 3.379982 0.3439 -0.2385 -0.0113 0.0992
C -3.674715 -1.791307 2.634953 -0.8765 -0.5304 0.7279 -0.4634
N -3.083625 1.518024 5.350978 -0.1966 -0.6164 1.6220 -0.4688
H -3.528246 -0.262388 7.443843 0.4095 0.3807 -0.0669 0.3984
H -1.770137 0.342573 7.485216 -0.7728 0.1939 0.3649 0.4075
H -2.139018 -1.238904 7.064874 0.2543 -1.2065 -0.1693 0.3489
H -1.462220 0.128297 5.224173 -0.6667 0.2867 -0.2919 -0.3648
H -4.345131 -0.832567 5.021631 -1.4022 -0.0490 0.4727 0.3401
H -2.972544 -1.950198 5.038108 0.0185 0.4662 -0.1368 -0.2267
H -4.026718 -2.680741 3.205509 0.4511 0.6299 0.1228 0.5147
H -2.935577 -2.114557 1.963895 0.9140 -0.4609 -0.9334 -0.2455
H -4.531580 -1.464123 2.103048 -0.9926 0.3216 -0.8961 0.2803
H -3.167114 1.747221 4.388948 -0.2513 0.2167 -0.9804 0.1116
H -4.009328 1.516921 5.810640 0.6076 0.2861 -0.5896 0.3590
C -2.831684 -6.516939 -5.124715 1.8620 0.2558 2.1090 -1.3912
C -3.666206 -5.517767 -4.317209 0.8473 2.2778 -0.8047 0.4374
C -3.415319 -5.482497 -2.813638 2.2594 1.5745 -0.6824 0.4494
O -3.825675 -6.707656 -2.363247 -0.6786 -0.8543 1.9778 -0.4516
C -3.798360 -6.876209 -0.942475 1.0393 -2.0407 -0.4705 -0.6191
N -3.226703 -4.077797 -4.823878 -1.2296 -1.1657 1.9353 -0.3654
H -1.750981 -6.220052 -5.136433 -0.8638 0.1940 0.0122 0.1742
H -3.110940 -6.660001 -6.127173 -0.7548 0.0583 -1.2817 0.4292
H -2.789157 -7.484129 -4.635729 -0.4469 -0.3075 0.0958 0.3357
H -4.714924 -5.817657 -4.358869 -0.3208 0.5952 -0.6999 0.3554
H -3.837625 -4.575734 -2.270982 -0.1028 -1.1872 -0.7351 -0.1230
H -2.297864 -5.300783 -2.721693 -0.6713 -0.4658 0.2824 -0.2012
H -4.612065 -7.551217 -0.646771 0.3029 -0.1001 -0.3265 0.4034
H -3.961156 -6.003292 -0.370711 -0.0810 1.4982 0.2684 0.1975
H -2.806844 -7.333846 -0.609664 -1.1088 0.5347 -0.4223 0.2183
H -3.757586 -3.779255 -5.608639 -0.4454 -0.3571 -1.3602 0.3165
H -3.593372 -3.385795 -4.147131 0.5458 -0.5561 0.1155 -0.1522
C 2.188272 -2.357208 5.075630 -0.7672 0.1788 -0.3113 -1.4733
C 0.856194 -3.096198 4.923255 0.3251 0.2883 -0.4146 2.3806
C 1.066736 -4.334550 4.100153 -0.2352 0.0931 -0.3691 -0.7165
O 1.306697 -3.851994 2.782197 0.2762 -0.1056 0.7314 0.4465
C 1.765727 -4.843805 1.928618 0.3428 -0.6661 -1.1995 -0.5862
N 0.288729 -3.450478 6.230414 -0.2230 0.2048 -0.7836 -0.5779
H 2.057947 -1.601968 5.848985 0.3589 -0.0125 0.2604 0.6024
H 2.455327 -1.825217 4.169218 -0.0984 -0.1173 0.1062 -0.2483
H 2.998082 -3.061626 5.266097 0.0538 0.0945 0.4139 0.4187
H 0.207845 -2.493581 4.235970 -0.1261 0.0073 1.1401 -1.2068
H 0.180776 -5.000959 4.145281 0.2651 0.1586 -0.2324 -0.3596
H 1.928352 -4.881711 4.493582 0.1422 -0.2107 -0.1622 0.3688
H 2.459123 -5.568934 2.406873 -0.3443 0.4159 -0.0710 0.4318
H 2.304208 -4.378860 1.077755 -0.3121 -0.1303 0.4506 -0.1433
H 0.904180 -5.389618 1.515017 0.2094 -0.2042 -0.0219 0.0596
H 1.019255 -3.426371 6.935722 -0.2288 -0.2967 -0.0904 0.2991
H -0.095361 -4.387519 6.110322 0.1041 0.2341 0.7474 0.3110
C -2.756379 -4.937322 4.595830 0.0097 0.0112 1.8093 -0.4288
C -3.312457 -6.186644 3.958566 -0.7277 0.3006 0.3004 0.3615
C -2.256156 -6.860170 3.176498 0.1414 -1.3287 -0.8010 -0.8362
O -1.223331 -7.265979 4.055166 -0.2642 0.4897 0.2207 -0.2989
C -0.609769 -8.453953 3.660343 -0.3911 -0.4330 -0.9853 -0.8799
N -3.910916 -7.111806 4.897245 0.4118 -1.2166 -0.2684 -0.8164
H -2.000713 -5.200508 5.378650 -0.6729 0.1238 -0.5751 0.1235
H -3.510464 -4.274476 5.073605 0.2935 -0.5591 -0.3117 0.4594
H -2.251198 -4.386017 3.852617 0.6699 1.0398 -0.8913 -0.2297
H -4.107422 -5.912010 3.241111 0.2107 0.0222 0.1544 0.2436
H -1.878114 -6.207015 2.377898 0.1644 -0.0282 0.1348 0.3704
H -2.682122 -7.762319 2.683661 0.0954 0.4436 0.2332 0.7392
H -0.629396 -8.510662 2.547175 0.3569 -0.2902 0.6893 0.3436
H -1.062890 -9.355214 4.092028 -0.4373 0.1376 -0.1761 0.2820
H 0.378342 -8.443031 4.042836 1.1922 0.0960 0.0721 0.2582
H -3.271245 -7.646812 5.501204 -0.1241 0.7521 -0.6161 0.2405
H -4.527433 -6.595912 5.462791 -0.9444 0.4049 1.0181 0.2740
C 0.833101 -2.618914 -5.063396 -0.0364 -0.2896 -0.7762 -1.5967
C 0.704311 -3.388674 -3.766736 -0.3198 -0.4003 0.7970 0.3834
C 1.839433 -3.220794 -2.763546 0.7273 -0.7263 -1.0875 0.9617
O 2.993432 -3.953919 -3.167402 -0.8263 0.0320 -0.6594 -0.5916
C 3.912793 -3.881498 -2.144239 0.2258 -0.1882 1.7048 -0.2616
N -0.472631 -2.871634 -3.069583 -0.5834 0.5077 0.1160 0.7914
H -0.106402 -2.777590 -5.617097 0.3156 -0.0037 -0.0373 0.4016
H 1.674672 -2.872066 -5.746211 -0.4426 -0.0614 0.7583 0.3583
H 0.867737 -1.560383 -4.843615 0.1702 0.4435 0.1087 0.0958
H 0.526949 -4.460385 -3.957857 0.5526 0.1419 -0.1981 0.3110
H 1.607758 -3.554438 -1.770763 -0.8948 -0.5822 0.6439 0.0689
H 2.114629 -2.192799 -2.592085 0.0525 0.8830 -0.4080 -0.3533
H 4.120359 -2.824291 -1.913620 0.7507 -0.1559 -0.2514 -0.0133
H 4.790060 -4.515862 -2.372279 -0.3485 0.6581 0.0852 0.3398
H 3.449767 -4.232505 -1.169692 0.4250 -0.1594 -0.7605 0.1214
H -0.812392 -3.522569 -2.343555 0.0496 0.6773 -0.7726 -0.7926
H -1.203485 -2.602196 -3.742963 0.2339 -0.7157 0.6826 -0.2632
C -6.017122 1.661201 0.007609 -1.4230 -1.3497 -1.7842 -1.1800
C -5.269114 2.520480 0.930177 2.8474 0.8646 0.2149 1.9911
C -6.020770 2.871425 2.182292 0.6102 0.6996 0.8433 -0.7790
O -7.162295 3.614210 1.800087 -0.6588 0.3396 0.4642 -0.4346
C -6.981536 5.031773 1.838501 0.5891 -0.6536 -0.3629 -0.5762
N -3.880015 2.028869 1.329541 -1.1304 -0.4994 -1.0612 0.7298
H -6.170329 0.611595 0.341864 -0.3563 0.6653 0.3292 0.2364
H -5.501154 1.500777 -0.937297 0.5091 0.2705 -0.0564 -0.0802
H -6.965811 2.159627 -0.332070 0.5381 -0.6828 0.7666 0.4524
H -5.038487 3.436958 0.342719 -0.3138 -0.0824 0.6230 -0.8380
H -5.342008 3.467984 2.860010 -0.6165 -0.4060 -0.5958 0.3280
H -6.295744 1.964360 2.777183 -0.1564 0.5631 -0.6112 0.1950
H -7.835867 5.512409 1.341575 0.4367 -0.2644 -0.0114 0.2460
H -6.004298 5.287318 1.382954 -0.5586 0.1388 -0.1965 0.1781
H -6.923199 5.387705 2.854760 -0.1388 0.1055 0.6140 0.3084
H -4.035358 1.090802 1.688615 0.1665 -0.1551 0.5667 -0.3794
H -3.386015 1.800966 0.446426 -0.2053 0.4137 0.2326 -0.3273
C -2.601270 -0.074443 -3.733437 -0.9392 0.8026 0.2081 -0.5161
C -3.310380 0.241787 -2.374672 1.7917 -0.6899 -0.3657 -0.3660
C -3.173184 -1.002062 -1.509127 0.6269 -0.9879 0.4199 0.6674
O -3.671401 -2.196019 -2.160576 -0.5570 0.9718 0.8155 0.5126
C -5.079882 -2.190249 -2.159433 -0.5731 -0.3282 -0.9036 -1.0291
N -2.658621 1.346228 -1.678572 -0.8105 0.7531 0.0145 1.5390
H -2.518758 0.871242 -4.347963 0.1458 -1.1658 0.5170 0.1149
H -3.220520 -0.804090 -4.259169 0.1402 0.0340 -0.3212 0.4400
H -1.634004 -0.561582 -3.509571 -0.2658 0.6031 -0.2378 -0.4468
H -4.377022 0.454238 -2.473949 0.0496 0.1852 -0.3146 0.6430
H -3.674854 -0.831930 -0.525961 0.0933 -0.2608 -0.4973 -0.0945
H -2.122974 -1.304418 -1.302474 -0.6581 0.7938 -0.2499 -0.6043
H -5.533733 -1.801483 -3.094392 0.3648 0.3735 0.4308 0.2822
H -5.516142 -1.717363 -1.285246 0.0675 0.4232 0.1253 0.2342
H -5.425120 -3.204391 -2.134990 -0.0942 -0.8489 0.0883 0.3134
H -1.690091 1.137326 -1.404129 -0.3826 0.1859 -0.5696 -0.6925
H -2.801641 2.213248 -2.235981 0.7497 -0.7219 0.7803 -0.7891
C -0.497323 5.907542 -2.501543 0.3176 -0.3760 -1.2257 -0.6783
C -1.190051 5.954883 -1.194639 -2.1364 -0.8534 0.7458 0.1119
C -2.193342 4.741815 -1.143546 0.8358 1.5809 0.8914 -0.0382
O -2.896047 4.544560 -2.306935 -0.0376 -0.6968 -1.1756 0.4759
C -4.216695 4.979201 -2.418086 -0.6867 0.9096 0.7236 -0.9364
N -0.252877 5.754952 -0.100709 -0.3903 0.0237 0.5200 -0.2088
H 0.366647 6.535094 -2.623458 0.4735 0.6568 0.4009 0.5560
H -1.152547 6.171598 -3.344784 -0.0030 -0.3463 0.3513 -0.0929
H -0.103800 4.885934 -2.629424 -0.2604 0.2418 -0.1208 -0.2598
H -1.817265 6.844492 -1.029463 0.2886 0.2686 -0.3813 0.4462
H -2.852956 4.889656 -0.281056 0.0589 -0.3509 0.0805 0.4311
H -1.518973 3.921573 -1.012739 0.1495 -1.0078 0.3942 -0.7023
H -4.333076 5.295554 -3.444745 -0.1904 0.2830 -0.3082 0.2442
H -4.415466 5.876962 -1.737535 0.0379 -1.2239 -0.7507 0.3395
H -4.951019 4.154633 -2.259191 0.4198 0.4885 0.3364 0.1832
H -0.737481 5.704290 0.822976 0.3295 0.0794 -0.9888 0.2128
H 0.283423 6.599516 -0.134494 0.7360 0.3824 0.5930 0.2567
C 5.174310 0.911352 5.600264 -0.4580 -0.0831 -1.1561 -1.0586
C 6.067276 0.206191 4.532093 0.0197 -1.1283 1.9262 0.2977
C 5.344334 0.040480 3.219050 -1.2974 -0.1228 -0.5589 -0.2670
O 4.203360 -0.875301 3.238965 2.4654 1.1980 2.5370 -0.3715
C 3.547906 -1.004567 2.063998 -0.0208 -0.2271 -2.8383 0.0157
N 7.290426 0.970780 4.344619 -1.3602 1.2884 0.8479 -0.5277
H 4.270728 0.321413 5.688191 -0.2563 -0.2739 0.2141 0.0358
H 4.811867 1.910522 5.273005 0.5748 -0.4714 -0.0622 0.2082
H 5.597998 1.018652 6.590088 0.4277 -0.1195 0.0837 0.4622
H 6.358534 -0.834336 4.895553 -0.7317 0.9169 -0.1882 0.1973
H 6.052682 -0.251743 2.448460 0.1006 -0.3040 -0.2875 0.3222
H 4.921880 0.995128 2.938324 0.0434 0.6694 -0.2833 -0.0660
H 2.835398 -1.801803 2.221582 -0.5870 -0.0066 -0.2415 -0.5533
H 4.232640 -1.347529 1.270794 0.0294 -0.1351 -0.0300 0.6550
H 3.075886 -0.095820 1.599595 0.1624 -0.3771 0.8319 0.1391
H 7.876245 0.595107 3.671732 1.3114 -1.0013 -1.6144 0.2166
H 7.822845 1.041478 5.196289 -0.0767 0.0299 0.2459 0.2230
C 6.765150 3.491624 0.398723 0.7517 -0.9046 -0.6392 -1.0462
C 7.056474 4.232328 1.652369 0.1281 1.1641 0.4499 0.2879
C 5.704648 4.535450 2.270407 -0.0788 -0.0940 -0.3077 0.5515
O 5.092838 5.463573 1.397403 -1.0340 0.0355 -0.0637 -0.4383
C 3.656657 5.498088 1.462582 0.7555 -0.6386 0.6558 0.0407
N 7.950864 3.517113 2.568779 -0.5800 -0.6519 0.5568 -0.7246
H 7.708199 3.311494 -0.118466 -0.0887 -0.2003 -0.2301 0.4307
H 6.092739 4.047920 -0.249872 0.0151 0.0202 0.0433 0.3555
H 6.307599 2.532788 0.649760 -0.0190 -0.1253 -0.0948 -0.1895
H 7.519322 5.198951 1.325661 -0.1899 -0.5936 0.6577 0.3895
H 5.841670 4.902929 3.297749 -0.3774 0.1073 -0.0570 0.2935
H 5.113682 3.585218 2.255933 0.2614 0.5004 0.4041 -0.5550
H 3.228126 5.717240 0.483407 0.2327 0.0327 0.0741 0.1869
H 3.383180 6.264230 2.172582 -0.4010 0.3259 0.2472 0.4582
H 3.266900 4.523085 1.839104 0.1650 0.6243 -0.3450 -0.3874
H 8.175435 4.100417 3.373519 0.1318 0.2911 -0.3492 0.3453
H 7.436399 2.748603 3.053738 0.3793 0.4407 -0.7528 0.0998
C -2.696001 7.502199 -6.022138 1.8015 -0.6638 0.3218 -0.7493
O -2.961365 6.127510 -5.847395 -0.7910 0.2592 0.6370 -0.2934
C -1.826322 5.342872 -6.069655 1.1226 -0.3247 0.3027 -0.4025
C -2.228726 3.867845 -5.815892 0.1841 0.8737 -1.7045 -0.1844
N -1.208046 2.846663 -5.877433 0.1750 -0.0145 -0.3000 -0.3424
C -0.381079 2.874660 -4.676043 -0.6087 -1.0700 -0.4261 1.1289
C 0.919540 2.166862 -4.930146 0.7072 0.5342 0.3254 -0.2080
O 1.559395 2.905245 -5.952622 1.0500 -0.5347 -0.3304 -0.4579
C 2.741400 2.209542 -6.369231 -0.5526 1.0305 -1.2792 -0.7929
H -3.529415 8.117588 -5.754060 -0.7044 0.0500 -0.1468 0.2620
H -2.330282 7.645194 -7.043873 -0.2844 0.4381 -0.0823 0.3145
H -1.856171 7.779575 -5.346936 -0.2961 0.0738 -0.2618 0.2778
H -0.954190 5.663829 -5.417832 -0.8604 -0.2561 -0.5204 0.2127
H -1.519647 5.500882 -7.100967 0.3427 -0.1522 -0.3900 0.4416
H -2.993831 3.662130 -6.579538 -0.1039 -0.1132 0.5288 0.5704
H -2.614562 3.902669 -4.833240 -0.9153 -0.3999 1.0883 -0.4680
H -0.605660 2.962322 -6.694289 -0.2301 0.0422 0.2692 0.4215
H -0.856031 2.258733 -3.907581 -0.3506 0.3864 0.3021 -0.6095
H -0.323899 3.919213 -4.374674 0.7956 -0.2074 0.5315 -0.3433
H 0.823892 1.107692 -5.283090 -0.4384 0.5989 0.3812 0.1099
H 1.523620 2.162237 -3.981941 -0.2231 0.0041 -0.7246 0.0674
H 3.193897 2.754955 -7.252947 -0.3011 -0.4057 1.3726 0.3163
H 2.477204 1.226599 -6.743601 -0.1943 -0.4413 -0.1078 0.2870
H 3.391742 2.069059 -5.523975 0.7130 0.1860 0.2039 0.2823
C -1.729422 -3.998608 0.483429 -1.0769 -0.1117 -2.2681 0.0058
O -0.825969 -3.074602 -0.094904 0.3518 0.0506 0.9305 0.4199
C -0.595110 -1.920571 0.730692 -0.4491 -0.3531 -0.1310 -0.8414
C 0.531493 -1.114607 0.175856 0.0400 0.2069 0.3712 -0.0917
N 0.162795 -0.423167 -1.040844 0.2963 -1.4149 -1.3625 1.4673
C 1.293649 0.253555 -1.709802 -0.6248 1.7747 1.9059 -0.5348
C 1.400530 1.702604 -1.112536 -1.1580 0.2240 0.1354 0.7382
O 2.605487 2.272251 -1.537051 -0.1020 0.3310 -0.4273 0.0221
C 2.705356 3.593332 -1.056130 2.1563 0.0589 0.6227 -0.1369
H -1.446928 -4.290538 1.484107 0.0670 -0.0509 0.3952 -0.4961
H -1.742598 -4.871689 -0.230668 0.2056 0.5830 0.9795 0.2803
H -2.789045 -3.606398 0.417019 0.9164 -0.2316 0.4593 -0.0855
H -0.397927 -2.157343 1.780440 0.2045 -0.5352 -0.0693 0.3235
H -1.496359 -1.333676 0.736346 -0.5489 0.5444 -0.0472 0.0211
H 1.385702 -1.796070 0.085251 0.3273 0.1348 -0.1756 -0.1097
H 0.739102 -0.358057 0.903040 0.5244 0.4158 0.7686 -0.2137
H -0.120527 -1.230770 -1.629459 0.0585 0.8328 -0.4045 -1.2094
H 1.193709 0.222876 -2.785826 -0.2151 0.1968 -0.2336 0.5448
H 2.279545 -0.099751 -1.445856 0.4481 -0.9781 -0.0056 0.0849
H 1.416630 1.715059 0.008903 -0.1682 -0.6071 -0.5570 -0.0813
H 0.550687 2.418678 -1.345015 0.4755 -0.9325 -0.2377 -1.1117
H 3.748258 3.897744 -1.296932 -0.5895 0.0234 0.0182 0.3460
H 2.680086 3.609117 0.064764 -0.5725 -0.0284 -0.9439 -0.2361
H 2.032240 4.317759 -1.521733 -0.3527 -0.2755 0.1836 0.1659
```
Positions in Å, forces in eV/Å.